ORCA calculation (ωB97M-V/def2-TZVPD) on C6H3F3INS in the gas phase at a distorted geometry.

```
15
Properties=species:S:1:pos:R:3:forces:R:3
C 0.57525 -1.74591 -0.00323 0.6 -0.1 0.0
C 1.76397 -1.12134 0.00053 -0.6 -0.7 0.0
C -0.82015 0.23151 0.02489 3.6 1.6 -0.1
C -0.69550 -1.07182 0.00330 -1.0 -0.4 0.0
C 1.09154 1.21805 -0.02249 -4.1 -1.2 0.0
C -1.92445 1.20094 0.03050 -0.8 0.8 0.0
N 1.97763 0.24146 -0.00485 0.8 -0.1 0.0
F -3.13405 0.67193 0.29827 0.1 -0.3 0.0
F -1.74018 2.16610 0.95036 0.2 -0.2 0.0
F -2.04722 1.82674 -1.15821 0.2 -0.2 0.0
S 1.14543 2.79603 -0.07811 0.3 0.3 0.0
I -2.38812 -2.42294 -0.02177 0.5 0.4 0.0
H 0.56820 -2.82417 -0.00748 0.1 0.0 0.0
H 2.67529 -1.69946 -0.00149 0.0 0.0 0.0
H 2.95237 0.53291 -0.01023 -0.2 0.1 0.0
```
Positions in Å, forces in eV/Å.

Values from the calculation:
Relative energy (zero: lowest compared OMol25 entry of this formula, charge and spin) ... 2.8 kcal per mole
Net charge ... 0
E_HOMO ... -8.79 eV